# 1
Entry from the OMol25 dataset: C38H30AlN2OPS2 as an isolated structure in a non-equilibrium geometry (ωB97M-V/def2-TZVPD).

XYZ file:
```
75
Properties=species:S:1:pos:R:3:mulliken_charge:R:1
Al 1.700 0.901 -0.225 0.7635
C 0.726 -3.283 -1.278 -1.6113
C 0.925 -1.794 -1.395 0.7712
N 1.180 -1.093 -0.331 0.5063
N 1.328 -1.889 0.842 -0.7259
C 1.968 -1.285 1.802 0.4165
S 2.725 0.258 1.692 -0.5420
S 2.087 -1.992 3.377 -0.1249
C 0.604 -3.065 3.336 -0.8144
C 0.800 -4.529 2.965 0.5360
C 0.048 -5.531 3.529 -0.3488
C 0.231 -6.869 3.138 -0.5325
C 1.180 -7.156 2.159 -0.4850
C 2.010 -6.118 1.628 -0.9677
C 1.781 -4.821 2.065 0.0505
C 0.786 -1.099 -2.616 1.1983
C 0.164 -1.773 -3.670 -1.3663
C 0.108 -1.227 -4.892 -0.8289
C 0.679 -0.005 -5.216 -0.7307
C 1.215 0.771 -4.202 -0.5154
C 1.336 0.194 -2.924 0.8715
O 1.888 0.854 -1.977 -0.3876
H 0.167 -3.791 -2.017 0.4859
H 0.228 -3.408 -0.321 0.2923
H 1.710 -3.670 -1.205 0.3660
H -0.052 -2.680 2.569 0.2130
H 0.153 -2.952 4.314 0.5604
H -0.698 -5.312 4.300 0.3415
H -0.403 -7.689 3.567 0.3128
H 1.331 -8.161 1.834 0.4006
H 2.885 -6.297 1.049 0.4482
H 2.402 -4.014 1.798 0.4539
H -0.321 -2.759 -3.550 0.1543
H -0.298 -1.823 -5.662 0.4763
H 0.639 0.482 -6.183 0.3980
H 1.578 1.771 -4.356 0.5248
C -3.121 0.626 3.910 -0.4678
C -3.736 1.080 2.750 -0.9404
C -2.945 1.336 1.646 0.0283
C -1.626 1.095 1.618 0.7067
C -1.047 0.569 2.716 -0.5006
C -1.775 0.315 3.884 -0.8288
P -0.580 1.670 0.252 1.7814
C -1.670 1.515 -1.231 0.2034
C -1.944 2.536 -2.147 -0.6247
C -2.688 2.303 -3.315 -0.6505
C -3.064 1.061 -3.676 -0.6606
C -2.775 -0.030 -2.795 -0.6481
C -2.036 0.234 -1.624 0.0615
C -0.214 3.369 0.381 0.1231
C -1.204 4.262 0.770 -0.4161
C -0.990 5.618 0.739 -1.3022
C 0.319 6.013 0.470 -0.4423
C 1.395 5.196 0.114 0.2678
C 2.645 5.684 -0.095 -0.8359
C 3.639 4.791 -0.394 -0.8455
C 3.342 3.451 -0.489 -0.6357
C 2.114 2.884 -0.237 0.3158
C 1.077 3.801 0.036 -0.2819
H -3.673 0.457 4.834 0.3665
H -4.786 1.145 2.724 0.4949
H -3.438 1.630 0.664 0.2249
H 0.009 0.417 2.784 0.3161
H -1.244 -0.007 4.782 0.4387
H -1.663 3.559 -1.885 0.3144
H -2.911 3.187 -3.910 0.3900
H -3.702 0.982 -4.512 0.4763
H -3.110 -1.040 -2.931 0.4521
H -1.776 -0.675 -0.996 0.2245
H -2.134 3.829 0.935 0.6666
H -1.698 6.309 1.155 0.4094
H 0.456 7.122 0.498 0.2878
H 2.953 6.736 -0.013 0.3539
H 4.613 5.117 -0.617 0.4796
H 4.199 2.706 -0.735 0.1373
```

Properties
- lowest unoccupied orbital energy (eV) = 0.01
- F_max (eV/A) = 4.4
- orbital gap (eV) = 7.8
- energy above the lowest of the compared OMol25 structures with the same formula, charge and spin (eV) = 1.3014
- energy (Eh) = -3031.0536

---

# 2
Entry from the OMol25 dataset: C38H30Cl3NNiO5PS as an isolated structure in a non-equilibrium geometry (ωB97M-V/def2-TZVPD).

XYZ file:
```
80
Properties=species:S:1:pos:R:3:mulliken_charge:R:1
Ni -0.419 0.490 -0.042 -0.1050
C -4.716 -1.547 5.035 -0.4586
C -4.339 -0.210 5.093 -0.7339
C -3.371 0.283 4.228 -0.1389
C -2.762 -0.561 3.299 0.3486
C -3.148 -1.900 3.249 -0.4171
C -4.117 -2.392 4.112 -0.6871
P -1.448 0.016 2.144 2.0214
C -1.841 1.814 2.185 0.1314
C -2.979 2.219 1.481 -0.2445
C -3.314 3.563 1.416 -0.6885
C -2.509 4.512 2.040 -0.5120
C -1.379 4.113 2.734 -0.6513
C -1.042 2.767 2.805 -0.0770
C 0.084 -0.184 3.104 0.4272
C 0.133 -0.295 4.469 -0.4119
C 1.359 -0.537 5.124 -0.8563
C 2.507 -0.674 4.397 -0.8682
C 2.496 -0.581 2.983 0.9483
C 3.685 -0.737 2.229 -1.0282
C 3.641 -0.637 0.870 -0.6806
C 2.418 -0.374 0.208 0.3297
C 1.226 -0.225 0.874 -0.9767
C 1.268 -0.330 2.306 0.2535
H -5.480 -1.925 5.703 0.3666
H -4.804 0.452 5.814 0.3914
H -3.088 1.327 4.273 0.4656
H -2.681 -2.557 2.522 0.4125
H -4.413 -3.433 4.057 0.3874
H -3.586 1.486 0.961 0.3199
H -4.189 3.868 0.856 0.4021
H -2.757 5.564 1.967 0.3449
H -0.736 4.852 3.199 0.3904
H -0.146 2.458 3.328 0.4018
H -0.772 -0.199 5.058 0.4352
H 1.383 -0.617 6.204 0.4050
H 3.454 -0.862 4.895 0.3549
H 4.617 -0.936 2.748 0.3238
H 4.548 -0.759 0.284 0.4592
H 2.450 -0.278 -0.875 -0.1096
Cl 3.056 5.387 -4.090 -0.2719
C 2.302 4.474 -2.802 0.4522
C 1.518 3.379 -3.109 -0.9241
C 0.934 2.684 -2.072 0.9858
Cl -0.063 1.293 -2.369 -0.1518
C 1.060 3.013 -0.698 -1.2246
O 0.493 2.356 0.236 -0.0076
C 1.894 4.141 -0.466 0.4219
Cl 2.148 4.616 1.186 -0.2277
C 2.495 4.856 -1.482 -0.7736
H 1.360 3.079 -4.138 0.4616
H 3.118 5.708 -1.248 0.4310
C 4.237 -0.431 -4.872 -1.5810
C 3.175 -1.414 -4.453 0.4028
C 2.698 -1.435 -3.149 -0.4595
C 1.714 -2.335 -2.760 0.0967
C 1.207 -3.222 -3.695 0.2020
C 1.674 -3.226 -5.008 -0.8834
C 2.651 -2.322 -5.377 -0.5474
S -0.048 -4.376 -3.230 1.2694
O 0.009 -4.520 -1.809 -0.6466
O 0.072 -5.513 -4.102 -0.7460
N -1.484 -3.687 -3.628 -0.3014
C -1.889 -2.350 -3.128 -0.6588
C -2.423 -2.360 -1.700 -0.2192
C -2.940 -0.959 -1.359 0.1441
O -4.105 -0.683 -1.649 -0.7441
O -2.092 -0.137 -0.845 -0.7727
H 4.594 0.152 -4.023 0.3627
H 3.846 0.265 -5.618 0.3215
H 5.089 -0.947 -5.319 0.3699
H 3.097 -0.731 -2.427 0.5251
H 1.347 -2.360 -1.739 0.6237
H 1.276 -3.948 -5.712 0.4278
H 3.022 -2.318 -6.397 0.4003
H -1.607 -3.803 -4.629 0.3205
H -2.691 -2.024 -3.787 0.4511
H -1.075 -1.622 -3.220 0.2596
H -1.642 -2.662 -1.004 0.1617
H -3.262 -3.051 -1.641 0.3750
```

Properties
- spin multiplicity = 3
- lowest unoccupied orbital energy (spin up / spin down) (eV) = 2.34 / 2.34
- F_max (eV/A) = 1.0
- net charge = -1
- orbital gap (spin up / spin down) (eV) = 7.2 / 7.5
- energy above the lowest of the compared OMol25 structures with the same formula, charge and spin (eV) = 0.7872
- expectation value of S² = 2.01
- energy (Eh) = -5525.5670

---

# 3
Entry from the OMol25 dataset: C38H30CoN4P as an isolated structure (ωB97M-V/def2-TZVPD).

XYZ file:
```
74
Properties=species:S:1:pos:R:3:mulliken_charge:R:1
Co -1.712 -0.397 -0.606 -0.1001
C -0.816 2.665 -3.490 -0.6633
C 0.149 2.021 -4.263 -1.0237
C 0.500 0.721 -3.953 -0.3021
C -0.101 0.087 -2.862 0.6727
C -1.050 0.724 -2.037 0.2775
C -1.400 2.028 -2.407 -0.0428
C 0.191 -1.301 -2.488 0.8875
C 1.049 -2.175 -3.217 -1.0328
C 1.223 -3.451 -2.795 -1.4520
C 0.545 -3.914 -1.637 1.2946
C 0.674 -5.231 -1.137 -0.7787
C -0.006 -5.617 -0.019 -0.5947
C -0.851 -4.699 0.645 -0.7259
C -0.995 -3.424 0.183 -0.8380
C -0.293 -3.002 -0.971 0.0887
N -0.437 -1.715 -1.404 0.8182
H -1.108 3.680 -3.738 0.4477
H 0.607 2.525 -5.105 0.3893
H 1.235 0.209 -4.563 0.3230
H -2.141 2.566 -1.827 0.4114
H 1.546 -1.814 -4.105 0.4609
H 1.869 -4.131 -3.337 0.3868
H 1.321 -5.927 -1.658 0.4043
H 0.093 -6.628 0.357 0.3980
H -1.395 -5.012 1.528 0.4154
H -1.652 -2.723 0.684 0.4290
C 1.720 -2.036 1.900 -1.1270
C 2.339 -0.772 2.435 0.5611
C 3.526 -0.844 3.162 -0.8925
C 4.133 0.295 3.668 -0.6784
C 3.550 1.536 3.451 -0.8314
C 2.372 1.619 2.727 -0.2488
C 1.754 0.481 2.211 0.4564
P 0.212 0.604 1.185 1.6640
C 0.549 2.238 0.418 0.5632
C -0.143 3.383 0.800 -0.6611
C 0.076 4.597 0.163 -0.8105
C 1.002 4.673 -0.865 -0.8293
C 1.701 3.537 -1.244 -0.5367
C 1.490 2.314 -0.618 1.0709
C 2.289 1.114 -1.053 -1.6832
C -1.082 0.892 2.435 0.3019
C -0.843 0.850 3.808 -1.3311
C -1.894 0.807 4.713 -0.7935
C -3.198 0.790 4.233 -0.6870
C -3.444 0.854 2.872 -0.8821
C -2.405 0.931 1.933 0.8793
C -2.667 1.031 0.480 -1.4570
H 2.239 -2.915 2.283 0.5090
H 1.761 -2.064 0.808 0.1801
H 0.668 -2.116 2.173 0.2417
H 3.979 -1.814 3.331 0.3759
H 5.057 0.214 4.227 0.3616
H 4.011 2.435 3.841 0.4257
H 1.924 2.590 2.549 0.4735
H -0.864 3.322 1.606 0.4411
H -0.481 5.475 0.467 0.4293
H 1.173 5.611 -1.380 0.3594
H 2.414 3.590 -2.059 0.4134
H 2.579 1.210 -2.100 0.4757
H 1.716 0.190 -0.948 0.0015
H 3.193 1.010 -0.447 0.4195
H 0.175 0.825 4.177 0.3806
H -1.695 0.771 5.777 0.4109
H -4.029 0.732 4.927 0.3664
H -4.464 0.851 2.506 0.4114
H -2.275 1.975 0.097 0.2537
H -3.741 1.001 0.280 0.3604
N -3.320 -1.462 -1.261 -0.5483
C -3.934 -1.645 -2.239 0.5408
N -4.708 -1.959 -3.206 -0.7743
C -4.689 -1.544 -4.443 0.5220
N -4.769 -1.243 -5.562 -0.6293
```

Properties
- spin multiplicity = 2
- lowest unoccupied orbital energy (spin up / spin down) (eV) = 2.14 / 2.15
- F_max (eV/A) = 0.7
- net charge = -1
- orbital gap (spin up / spin down) (eV) = 6.6 / 6.8
- energy above the lowest of the compared OMol25 structures with the same formula, charge and spin (eV) = 0.4693
- expectation value of S² = 0.78
- energy (Eh) = -3409.2717